{
  "formula": "C13H21N3O",
  "method": "the ωB97M-V functional and the def2-TZVPD basis",
  "smiles": "c1cc(CNCCCN2CCOCC2)ccn1",
  "max_force_ev_per_a": 0.56,
  "elements": ["C", "C", "C", "C", "N", "C", "C", "C", "N", "C", "C", "O", "C", "C", "C", "C", "N", "H", "H", "H", "H", "H", "H", "H", "H", "H", "H", "H", "H", "H", "H", "H", "H", "H", "H", "H", "H", "H"],
  "coordinates": [[1.85621, -2.16305, -1.39073], [1.29392, -1.22598, -2.24285], [-0.08400, -1.23266, -2.43411], [-0.77048, -0.19565, -3.29080], [-1.59753, 0.75661, -2.56982], [-0.90782, 1.65732, -1.66559], [-0.59662, 1.08810, -0.27522], [0.21493, 2.08525, 0.56667], [0.63079, 1.67941, 1.88591], [1.59140, 0.59885, 1.99718], [0.95297, -0.78012, 2.22434], [0.06231, -0.75660, 3.31911], [-0.95886, 0.19396, 3.11201], [-0.37130, 1.60076, 2.92897], [-0.82111, -2.20308, -1.76083], [-0.15766, -3.09168, -0.93108], [1.15128, -3.07396, -0.74246], [2.92334, -2.18443, -1.21108], [1.91384, -0.49709, -2.74363], [-1.42218, -0.69976, -4.01235], [-0.02259, 0.37632, -3.84740], [-2.34683, 0.27900, -2.07932], [-1.54266, 2.54332, -1.55000], [0.01882, 1.97376, -2.15167], [-1.53864, 0.85405, 0.22749], [-0.02464, 0.16622, -0.38053], [1.12669, 2.33838, 0.01398], [-0.36511, 3.00651, 0.68283], [2.21569, 0.57495, 1.10315], [2.22673, 0.82131, 2.86387], [1.71863, -1.51743, 2.47101], [0.41886, -1.11888, 1.32377], [-1.59244, 0.15779, 4.00043], [-1.55770, -0.09482, 2.23417], [-1.16740, 2.31712, 2.72218], [0.11925, 1.88222, 3.86946], [-1.89350, -2.25988, -1.88056], [-0.69656, -3.85612, -0.38651]]
}



{
  "formula": "C4H7FN2O",
  "method": "the ωB97M-V functional and the def2-TZVPD basis",
  "smiles": "NC/C(F)=C\\C=N\\O",
  "max_force_ev_per_a": 1.98,
  "elements": ["N", "C", "C", "F", "C", "C", "N", "O", "H", "H", "H", "H", "H", "H", "H"],
  "coordinates": [[1.26287, -0.89286, -1.35581], [0.14935, -1.39329, -0.52098], [0.31784, -0.98110, 0.91370], [0.90145, -1.97054, 1.60460], [-0.07511, 0.10350, 1.64795], [-0.65768, 1.25158, 0.98894], [-0.43193, 1.37474, -0.26983], [-1.03821, 2.55145, -0.69955], [1.31372, 0.12069, -1.18345], [1.01130, -1.13600, -2.31679], [-0.87985, -1.11333, -0.86784], [0.25545, -2.46786, -0.53866], [-0.00240, 0.02417, 2.73706], [-1.24538, 2.00089, 1.51582], [-0.88142, 2.52794, -1.65515]]
}



{
  "formula": "C31H50BrN5OsP2",
  "method": "the ωB97M-V functional and the def2-TZVPD basis",
  "s_squared": 6.0686,
  "max_force_ev_per_a": 5.43,
  "multiplicity": 5,
  "total_charge": 4,
  "elements": ["C", "C", "C", "C", "N", "C", "C", "C", "C", "C", "C", "C", "C", "C", "Os", "P", "H", "H", "H", "H", "H", "H", "H", "H", "C", "C", "H", "H", "H", "H", "H", "C", "C", "H", "H", "H", "H", "H", "C", "C", "H", "H", "H", "H", "H", "Br", "P", "C", "C", "H", "H", "H", "H", "H", "C", "C", "H", "H", "H", "H", "H", "C", "C", "H", "H", "H", "H", "H", "C", "N", "C", "N", "C", "N", "C", "N", "C", "C", "H", "H", "H", "H", "H", "H", "H", "H", "H", "H", "H", "H"],
  "coordinates": [[3.00295, 4.86431, -1.38944], [1.93838, 4.19813, -2.06503], [2.12264, 4.12460, -3.45606], [3.01766, 4.98104, -4.09218], [3.86457, 5.79714, -3.46731], [3.86439, 5.68888, -2.13910], [0.80507, 3.58058, -1.48968], [-0.31531, 3.33410, -1.07628], [-1.30556, 2.56400, -0.37418], [-1.32271, 1.04347, -0.37935], [-2.54273, 0.22683, 0.03851], [-2.78331, 1.04775, 1.29296], [-3.22767, 2.46637, 1.13564], [-2.40097, 3.18232, 0.25618], [-1.09457, -0.16967, 1.27670], [1.01305, -0.49645, -0.07319], [1.55232, 3.41490, -4.05305], [3.18294, 4.75565, -0.34248], [3.05259, 5.04985, -5.18227], [4.60663, 6.33441, -1.67626], [-2.54408, 4.22232, -0.10751], [-0.95926, 0.82117, -1.38489], [-4.11017, 2.93539, 1.64265], [-2.97397, -0.86041, -0.12189], [1.80440, -2.22084, 0.09204], [2.89852, -2.56422, -0.92386], [0.91810, -2.87359, -0.08339], [2.13198, -2.45961, 1.12721], [3.18406, -3.61146, -0.76086], [2.47987, -2.51085, -1.94203], [3.82095, -1.96830, -0.81712], [1.09262, 0.01486, -1.92948], [2.40146, 0.50332, -2.47158], [0.42897, 0.89593, -1.97453], [0.59693, -0.73041, -2.58072], [2.27956, 0.69465, -3.54740], [2.59751, 1.49047, -2.02196], [3.25750, -0.18467, -2.36761], [2.13973, 0.86277, 0.67892], [3.61148, 0.47652, 0.69339], [1.75689, 0.97578, 1.71594], [1.93220, 1.85101, 0.23116], [4.16282, 1.22053, 1.28775], [3.69679, -0.49219, 1.22266], [4.09360, 0.43581, -0.30318], [-3.96957, 0.29877, 2.69611], [-1.64729, -1.83115, -1.99608], [-0.55985, -2.82519, -3.07751], [-1.14469, -4.11085, -3.65391], [0.32818, -3.03102, -2.44181], [-0.23577, -2.15326, -3.88894], [-0.35323, -4.54183, -4.28698], [-1.40300, -4.83748, -2.86919], [-2.00996, -3.89447, -4.29845], [-2.74000, -2.97312, -0.98896], [-4.17995, -3.15811, -1.47821], [-2.72502, -2.56767, 0.04898], [-2.16854, -3.91704, -0.96874], [-4.65882, -3.81315, -0.72949], [-4.73375, -2.20123, -1.50780], [-4.22886, -3.66534, -2.45848], [-2.74321, -0.61632, -2.90696], [-3.21771, -1.09270, -4.26586], [-2.12079, 0.30085, -2.97575], [-3.55443, -0.38466, -2.18707], [-3.75088, -0.23138, -4.68969], [-2.36481, -1.33589, -4.91911], [-3.91846, -1.93630, -4.17467], [-0.09648, 1.16387, 3.69314], [-0.31902, -0.20970, 3.13332], [-1.36646, -0.93801, 3.85445], [-1.11821, -1.08015, 5.28259], [-0.86976, 0.27175, 5.82875], [0.21229, 0.99648, 5.10077], [1.41903, 0.14465, 5.22792], [1.23176, -1.19512, 4.67144], [0.91908, -1.09890, 3.26571], [0.13797, -1.85258, 5.43272], [-1.00244, 1.74906, 3.49393], [0.77484, 1.54282, 3.14574], [-1.49234, -1.87581, 3.30785], [-2.29740, -0.39002, 3.86395], [-0.57836, 0.22627, 6.89111], [-1.78909, 0.85263, 5.74052], [2.20666, 0.64604, 4.65837], [1.66809, 0.06902, 6.28992], [0.62603, -2.04697, 2.79896], [1.72979, -0.59310, 2.73968], [0.42074, -1.93465, 6.49536], [-0.04508, -2.84126, 5.00455]]
}



Relative energy (zero: lowest compared OMol25 entry of this formula, charge and spin) (eV)
1.966 3.000 1.110
E (Ha)
-747.4288 -441.1410 -4830.4662